No. 1
Computed, not measured: a cluster of 11 separate species, C33H50O33 in total in a non-equilibrium geometry, with ωB97M-V/def2-TZVPD.

Values from the calculation:
**LUMO energy**: -0.4 eV
**Charge**: 0
**Relative energy (zero: lowest compared OMol25 entry of this formula, charge and spin)**: 2.516 eV
**Total energy**: -3770.4056 Ha
**SMILES**: COC(=O)OC.COC(=O)OC.COC(=O)OC.O=C1OCCO1.O=C1OCCO1.O=C1OCCO1.O=C1OCCO1.O=C1OCCO1.O=C1OCCO1.O=C1OCCO1.O=C1OCCO1
**HOMO level**: -0.3690 Eh

CARTESIAN COORDINATES (ANGSTROEM)
C 0.5404 7.7014 4.8449
O -0.1172 7.5874 3.6030
C -0.1136 6.3927 2.9823
O 0.4766 5.4309 3.4383
O -0.7832 6.4685 1.8776
C -0.8557 5.2287 1.1474
H -0.0387 7.9136 5.7426
H 1.3687 8.3970 4.7131
H 1.0757 6.8141 5.1990
H 0.1428 4.8037 1.1606
H -1.2059 5.3296 0.1245
H -1.5592 4.5563 1.6359
C 3.9756 -1.2542 2.2556
O 4.3781 -1.4178 0.8921
C 4.2704 -0.3738 0.1113
O 3.7182 0.6728 0.3103
O 4.8725 -0.7013 -1.0518
C 4.8578 0.2292 -2.1385
H 4.1861 -2.1044 2.8999
H 2.9424 -0.9380 2.3764
H 4.6612 -0.5069 2.6651
H 5.1680 1.2234 -1.8150
H 3.9148 0.1014 -2.6638
H 5.7158 -0.0840 -2.7348
C 4.7167 1.7205 -6.3347
O 3.3962 2.2421 -6.1626
C 2.5711 1.5521 -5.4280
O 2.7644 0.4647 -4.9236
O 1.4841 2.2943 -5.1872
C 0.3516 1.7194 -4.6351
H 5.2172 1.5300 -5.3885
H 5.2249 2.5079 -6.8857
H 4.7477 0.8220 -6.9486
H -0.4124 2.4210 -4.2932
H 0.5388 1.1470 -3.7290
H -0.2706 1.0591 -5.2463
O 1.8999 5.2118 -3.5577
C 2.2040 4.6332 -2.5606
O 1.3632 4.3858 -1.5009
C 2.0974 3.7999 -0.4428
C 3.3584 3.2894 -1.1740
O 3.3986 4.1245 -2.3341
H 2.4328 4.5367 0.2906
H 1.6450 2.9323 0.0324
H 3.2073 2.2508 -1.4488
H 4.2453 3.4823 -0.5778
O 2.6773 0.6657 6.1347
C 2.4184 1.2508 5.1302
O 1.3294 1.0997 4.3630
C 1.4314 1.7917 3.1357
C 2.5189 2.8065 3.4567
O 3.1900 2.1669 4.5360
H 1.7335 1.1606 2.2887
H 0.4290 2.1150 2.8552
H 2.0865 3.7914 3.6514
H 3.2189 2.9753 2.6396
O -1.2501 -0.9178 -3.8113
C -1.6401 -1.7580 -4.5668
O -1.4946 -3.0586 -4.4023
C -2.0114 -3.7677 -5.5468
C -2.8682 -2.6886 -6.2241
O -2.5452 -1.4990 -5.5415
H -1.1863 -4.2628 -6.0545
H -2.6274 -4.5568 -5.1135
H -3.9023 -3.0236 -6.2983
H -2.5671 -2.5805 -7.2695
O -3.2484 -1.2012 5.1215
C -2.1379 -1.4887 4.8076
O -1.6960 -1.3535 3.5437
C -0.2883 -1.6635 3.4770
C -0.0178 -2.2207 4.8474
O -1.1530 -1.9256 5.6170
H -0.0322 -2.4451 2.7588
H 0.2732 -0.8058 3.1155
H 0.8960 -1.8786 5.3381
H 0.1589 -3.2987 4.7620
O -7.8304 0.8872 2.0287
C -6.6447 0.7280 2.0421
O -5.8761 0.9646 0.9713
C -4.5350 0.4892 1.2166
C -4.5561 0.1151 2.7482
O -5.8806 0.4549 3.1128
H -4.2267 -0.3708 0.6250
H -3.8790 1.3362 1.0359
H -3.9058 0.8593 3.2024
H -4.3757 -0.9323 2.9532
O -3.0996 -2.6108 -0.2202
C -3.7384 -3.5543 -0.5730
O -4.3459 -3.7014 -1.7465
C -4.7609 -5.0550 -1.9066
C -4.8365 -5.5634 -0.4664
O -4.1025 -4.5612 0.2550
H -5.7221 -5.0682 -2.4167
H -4.0423 -5.5847 -2.5345
H -4.4877 -6.5877 -0.3619
H -5.8388 -5.4369 -0.0556
O -1.3633 1.7793 0.9634
C -0.8280 0.9406 0.3185
O -0.1469 1.2036 -0.8402
C 0.4675 0.0092 -1.3025
C -0.3242 -1.0839 -0.6230
O -0.9378 -0.3936 0.4632
H 0.5286 -0.1141 -2.3765
H 1.4979 -0.1175 -0.9486
H 0.2146 -1.9176 -0.1811
H -1.0676 -1.4465 -1.3334
O 1.6320 -3.9950 0.0798
C 0.8422 -4.7806 0.5214
O -0.4131 -4.5960 0.8959
C -1.0456 -5.8291 1.1804
C 0.1152 -6.8422 1.2290
O 1.1534 -6.0930 0.5948
H -1.5182 -5.7726 2.1605
H -1.8317 -6.0823 0.4698
H -0.1197 -7.7266 0.6468
H 0.3614 -6.9766 2.2807

Mulliken population analysis, charges in e, atoms 1 to 99: number 1, C, carries -0.7263; number 2, O, carries -0.3879; number 3, C, carries 0.8376; number 4, O, carries -0.5805; number 5, O, carries -0.3728; number 6, C, carries -0.0973; number 7, H, carries 0.3104; number 8, H, carries 0.3021; number 9, H, carries 0.2670; number 10, H, carries -0.1870; number 11, H, carries 0.3211; number 12, H, carries 0.2839; number 13, C, carries -0.4318; number 14, O, carries -0.4000; number 15, C, carries 0.8092; number 16, O, carries -0.4452; number 17, O, carries -0.4370; number 18, C, carries -0.6777; number 19, H, carries 0.3757; number 20, H, carries -0.0861; number 21, H, carries 0.3649; number 22, H, carries 0.3282; number 23, H, carries 0.3522; number 24, H, carries 0.3196; number 25, C, carries -0.6139; number 26, O, carries -0.3434; number 27, C, carries 0.8353; number 28, O, carries -0.6072; number 29, O, carries -0.3172; number 30, C, carries -0.2178; number 31, H, carries 0.2318; number 32, H, carries 0.2484; number 33, H, carries 0.3093; number 34, H, carries 0.3912; number 35, H, carries -0.1865; number 36, H, carries 0.3203; number 37, O, carries -0.5632; number 38, C, carries 0.5161; number 39, O, carries -0.3216; number 40, C, carries 0.3932; number 41, C, carries 0.1943; number 42, O, carries -0.3982; number 43, H, carries 0.3405; number 44, H, carries -0.2854; number 45, H, carries -0.2493; number 46, H, carries 0.3576; number 47, O, carries -0.5650; number 48, C, carries 0.5881; number 49, O, carries -0.2965; number 50, C, carries 0.6166; number 51, C, carries 0.2973; number 52, O, carries -0.4174; number 53, H, carries -0.4390; number 54, H, carries 0.1517; number 55, H, carries -0.0265; number 56, H, carries 0.1827; number 57, O, carries -0.4227; number 58, C, carries 0.5978; number 59, O, carries -0.3068; number 60, C, carries -0.2484; number 61, C, carries -0.2781; number 62, O, carries -0.3453; number 63, H, carries 0.2695; number 64, H, carries 0.1157; number 65, H, carries 0.3181; number 66, H, carries 0.2733; number 67, O, carries -0.5561; number 68, C, carries 0.4268; number 69, O, carries -0.1014; number 70, C, carries 1.5607; number 71, C, carries -0.3893; number 72, O, carries -0.3906; number 73, H, carries -0.4997; number 74, H, carries -0.7470; number 75, H, carries 0.3778; number 76, H, carries 0.2039; number 77, O, carries -0.5716; number 78, C, carries 0.5531; number 79, O, carries -0.4143; number 80, C, carries 0.8203; number 81, C, carries 0.1155; number 82, O, carries -0.4325; number 83, H, carries -0.2144; number 84, H, carries -0.1321; number 85, H, carries 0.1461; number 86, H, carries 0.1170; number 87, O, carries -0.3107; number 88, C, carries 0.5874; number 89, O, carries -0.3163; number 90, C, carries -0.3618; number 91, C, carries -0.3108; number 92, O, carries -0.3255; number 93, H, carries 0.3245; number 94, H, carries 0.2419; number 95, H, carries 0.2574; number 96, H, carries 0.3060; number 97, O, carries -0.5287; number 98, C, carries -0.1081; number 99, O, carries -0.2100

No. 2
Computed, not measured: a cluster of 4 separate species, C33H51BBrN2O16PS in total in a non-equilibrium geometry, with ωB97M-V/def2-TZVPD.

Values from the calculation:
**LUMO energy**: 0.2 eV
**Charge**: 0
**Total energy**: -5939.6832 Ha
**SMILES**: CCOCCOCc1cc([PH2]=N)c(C[C@@H]2CO2)c2c1Sc1c(B(O)OC)cc(Br)c(OC[C@H](C)O)c1N2.COC(=O)OC.COC(=O)OC.COC(=O)OC
**HOMO level**: -0.3021 Eh

CARTESIAN COORDINATES (ANGSTROEM)
C -0.9411 5.2023 2.5636
C -2.3618 5.0764 2.0489
O -2.3762 5.0061 0.6282
C -3.1549 3.9427 0.1195
C -2.2267 2.7399 -0.1555
O -2.8169 1.5011 0.1747
C -3.4516 0.8431 -0.8905
C -3.0680 -0.6168 -0.9717
C -4.0722 -1.5655 -1.0387
C -3.7474 -2.9220 -1.1218
P -5.2113 -3.9933 -1.1799
N -6.3315 -3.4994 -2.1662
C -2.4180 -3.3473 -1.1482
C -2.0778 -4.8253 -1.1980
C -2.3245 -5.4129 0.1843
C -1.5119 -4.6595 1.3465
O -1.3679 -6.1223 0.7384
C -1.3960 -2.3839 -1.0976
C -1.7428 -1.0314 -0.9976
S -0.3801 0.1076 -0.9039
C 0.6676 -0.8236 0.1853
C 1.3660 -0.2458 1.2506
B 1.2339 1.2949 1.6112
O 0.0090 1.7927 1.9466
O 2.2913 2.1617 1.6616
C 3.1081 2.1516 0.4732
C 2.1670 -1.0942 2.0135
C 2.2745 -2.4490 1.7145
Br 3.3880 -3.5269 2.8104
C 1.5743 -3.0232 0.6612
O 1.7058 -4.3561 0.3980
C 2.3677 -4.6815 -0.8304
C 3.8759 -4.7018 -0.7484
C 4.5296 -3.3175 -0.6721
O 4.2453 -5.3376 -1.9881
C 0.7428 -2.1874 -0.0904
N -0.0340 -2.7266 -1.1327
H -0.9460 4.9530 3.6224
H -0.5311 6.1933 2.4001
H -0.2993 4.4812 2.0620
H -2.9377 5.9427 2.3764
H -2.7938 4.1714 2.4731
H -3.5623 4.2869 -0.8311
H -3.9861 3.6568 0.7613
H -1.9147 2.7814 -1.1998
H -1.3401 2.9050 0.4461
H -4.5347 0.9064 -0.7767
H -3.2220 1.2956 -1.8596
H -5.1031 -1.2459 -1.0092
H -5.6737 -4.0471 0.1522
H -4.7843 -5.2974 -1.4870
H -6.5058 -4.2080 -2.8668
H -1.0285 -5.0368 -1.3386
H -2.7101 -5.3679 -1.8919
H -3.3341 -5.7205 0.4299
H -2.4883 -4.6230 1.9266
H -0.9624 -4.9500 2.2440
H -0.6037 1.0730 2.1264
H 3.5631 1.1727 0.3313
H 2.5090 2.4479 -0.3821
H 3.9122 2.8585 0.6382
H 2.7328 -0.7071 2.8477
H 2.0739 -4.0318 -1.6545
H 2.0313 -5.6826 -1.0892
H 4.2147 -5.3602 0.0490
H 4.8965 -3.1523 0.3366
H 5.3518 -3.2183 -1.3729
H 3.8115 -2.5259 -0.8699
H 5.1904 -5.2205 -2.1007
H 0.1047 -3.7153 -1.2277
C -8.9800 6.6278 -1.3067
O -7.7027 6.2744 -0.7736
C -6.7627 7.2049 -0.9452
O -6.9144 8.2655 -1.4913
O -5.6315 6.7542 -0.4084
C -4.5244 7.6539 -0.5192
H -9.6415 5.7916 -1.1001
H -9.3652 7.5222 -0.8209
H -8.9182 6.7828 -2.3821
H -4.7345 8.5888 -0.0029
H -4.2895 7.8466 -1.5643
H -3.6769 7.1616 -0.0488
C 8.3518 -9.9195 -4.5065
O 8.1013 -8.5368 -4.2466
C 6.9151 -8.1071 -4.6752
O 6.0851 -8.7705 -5.2369
O 6.8093 -6.8133 -4.3735
C 5.5732 -6.2158 -4.7758
H 9.3401 -10.1323 -4.1101
H 7.6173 -10.5442 -4.0021
H 8.3408 -10.1173 -5.5765
H 4.7333 -6.6936 -4.2771
H 5.4529 -6.2663 -5.8562
H 5.6192 -5.1734 -4.4736
C 2.6608 8.7808 6.3453
O 2.0387 7.6627 5.7106
C 2.8742 6.9021 5.0022
O 4.0553 7.0887 4.8713
O 2.1744 5.9050 4.4675
C 2.9494 5.0016 3.6734
H 1.8756 9.3065 6.8806
H 3.4199 8.4490 7.0511
H 3.1023 9.4462 5.6059
H 3.7186 4.5220 4.2756
H 3.4010 5.5222 2.8309
H 2.2678 4.2445 3.2952

Mulliken population analysis, charges in e, atoms 1 to 99: number 1, C, carries -0.8445; number 2, C, carries -0.2860; number 3, O, carries -0.4094; number 4, C, carries -1.0135; number 5, C, carries 0.3706; number 6, O, carries -0.3574; number 7, C, carries -1.1208; number 8, C, carries 0.9876; number 9, C, carries -1.5135; number 10, C, carries 1.0346; number 11, P, carries 0.3871; number 12, N, carries -0.7831; number 13, C, carries 0.2192; number 14, C, carries -1.9330; number 15, C, carries 0.7469; number 16, C, carries -1.0042; number 17, O, carries -0.4836; number 18, C, carries -0.8353; number 19, C, carries 0.9122; number 20, S, carries -0.4299; number 21, C, carries 0.6284; number 22, C, carries -0.5804; number 23, B, carries 0.5976; number 24, O, carries -0.2787; number 25, O, carries -0.0988; number 26, C, carries -0.7381; number 27, C, carries -0.7082; number 28, C, carries -0.4018; number 29, Br, carries -0.1364; number 30, C, carries 0.8796; number 31, O, carries -0.4096; number 32, C, carries -0.8209; number 33, C, carries 0.1654; number 34, C, carries -1.1228; number 35, O, carries -0.4219; number 36, C, carries -0.3626; number 37, N, carries -0.1081; number 38, H, carries 0.3593; number 39, H, carries 0.3426; number 40, H, carries 0.0028; number 41, H, carries 0.3813; number 42, H, carries 0.2882; number 43, H, carries 0.3214; number 44, H, carries 0.4047; number 45, H, carries 0.3755; number 46, H, carries -0.0691; number 47, H, carries 0.3522; number 48, H, carries 0.3791; number 49, H, carries 0.3903; number 50, H, carries 0.1246; number 51, H, carries 0.0374; number 52, H, carries 0.2230; number 53, H, carries 0.3737; number 54, H, carries 0.7938; number 55, H, carries 0.4718; number 56, H, carries 0.2956; number 57, H, carries 0.4046; number 58, H, carries 0.2707; number 59, H, carries 0.2679; number 60, H, carries 0.2970; number 61, H, carries 0.2589; number 62, H, carries 0.5025; number 63, H, carries 0.3734; number 64, H, carries 0.4142; number 65, H, carries 0.3162; number 66, H, carries 0.2395; number 67, H, carries 0.5129; number 68, H, carries 0.1912; number 69, H, carries 0.2641; number 70, H, carries 0.1043; number 71, C, carries -0.6456; number 72, O, carries -0.3188; number 73, C, carries 0.7267; number 74, O, carries -0.5452; number 75, O, carries -0.1710; number 76, C, carries -0.5214; number 77, H, carries 0.2171; number 78, H, carries 0.2936; number 79, H, carries 0.2958; number 80, H, carries 0.3530; number 81, H, carries 0.3169; number 82, H, carries 0.0123; number 83, C, carries -0.6275; number 84, O, carries -0.3183; number 85, C, carries 0.7963; number 86, O, carries -0.5355; number 87, O, carries -0.3136; number 88, C, carries -0.6694; number 89, H, carries 0.2206; number 90, H, carries 0.2898; number 91, H, carries 0.2933; number 92, H, carries 0.2903; number 93, H, carries 0.3827; number 94, H, carries 0.1891; number 95, C, carries -0.6413; number 96, O, carries -0.3227; number 97, C, carries 0.7129; number 98, O, carries -0.5464; number 99, O, carries -0.2101

For each record above, in turn, the calculated orbital gap values are 9.69 8.45 eV.